DFT (ωB97M-V/def2-TZVPD) results for C42H39Co2NO5P as an isolated structure at a distorted geometry.

The geometry in XYZ format:
```
90
Properties=species:S:1:pos:R:3:forces:R:3
Co -0.961 -1.448 1.954 -0.5 1.9 0.8
Co -0.247 1.005 0.821 -0.6 0.6 2.4
P 1.090 1.507 2.525 0.9 -0.3 0.1
O 0.401 -2.055 4.418 0.0 -0.4 0.6
O -1.386 -4.253 1.401 0.3 0.9 0.7
O -3.518 -0.687 3.137 1.4 0.0 -0.5
O -2.360 2.813 1.708 1.3 -1.7 -0.5
O 1.198 2.337 -1.316 -0.7 -0.8 1.6
N 0.015 -1.635 -4.709 1.8 -1.7 0.2
C 3.044 5.670 1.872 0.1 -0.2 0.0
C -0.668 -0.632 -4.084 -2.6 1.5 0.2
C 3.220 0.071 1.429 -0.1 -0.1 0.3
C -3.918 -2.327 -1.171 0.0 0.3 -0.3
C 0.914 2.083 6.620 0.1 0.0 -0.4
C 2.896 -0.337 3.807 0.2 0.4 -0.5
C -3.850 -0.226 0.011 -0.6 0.0 -0.7
C 1.518 -3.857 -5.965 0.0 0.1 0.0
C -0.089 -1.726 3.436 1.2 0.8 0.3
C 0.934 -1.369 -5.840 -0.7 0.0 0.4
C 2.021 -2.418 -6.050 0.2 -0.2 0.2
C -2.506 -0.928 2.624 -2.1 -0.3 0.7
C -1.577 2.018 1.355 -1.8 2.5 0.4
C 1.123 4.286 2.359 0.4 -0.1 -0.2
C -3.185 -1.183 -0.791 0.0 0.0 -0.3
C -0.390 0.810 -4.535 0.4 -0.4 0.5
C -1.490 1.621 -3.839 0.6 0.3 0.5
C 3.936 -1.264 3.773 -0.2 0.2 -0.1
C -1.205 -3.130 1.622 -0.6 -1.3 -2.1
C 1.945 3.148 2.362 0.1 -0.2 0.2
C -1.285 1.407 5.881 0.1 0.1 0.0
C -5.269 -2.454 -0.856 -0.3 0.3 0.3
C 2.538 0.337 2.631 -0.4 0.1 0.0
C 4.603 -1.536 2.582 0.0 0.1 0.1
C 1.677 5.539 2.106 0.0 -0.3 0.1
C -0.825 1.339 4.567 0.2 0.1 0.0
C -1.777 -0.698 -3.183 0.1 -0.2 -4.7
C 3.870 4.549 1.925 -0.2 -0.2 0.1
C 1.380 2.039 5.303 -0.4 -0.1 0.0
C 4.252 -0.867 1.414 -0.4 0.4 0.0
C -0.414 -3.029 -4.523 0.0 0.6 -0.4
C 3.333 3.285 2.189 -0.5 0.2 0.0
C -1.757 -1.029 -1.176 1.6 -2.1 2.7
C -2.539 0.626 -3.355 -0.1 -0.2 0.0
C -0.968 -0.436 -0.137 1.3 -2.0 -0.5
C 0.203 -0.764 0.612 -0.3 -1.5 -2.8
C 0.711 -4.049 -4.690 -0.1 0.0 0.2
C 0.512 1.627 4.275 -0.1 0.2 0.0
C -5.935 -1.462 -0.119 0.2 -0.4 0.2
C 0.657 1.810 -0.429 0.5 0.8 -2.0
C -0.415 1.763 6.909 0.1 0.0 -0.2
C -5.207 -0.359 0.331 0.6 0.0 -0.3
H -3.316 0.678 0.290 -0.1 -0.3 0.1
H -1.050 2.115 -2.976 0.0 0.2 0.1
H -2.999 0.891 -2.398 0.0 0.3 -0.2
H 2.368 -4.548 -5.968 -0.1 0.1 -0.1
H 4.212 -1.756 4.696 0.1 -0.1 -0.1
H 2.485 -2.244 -7.026 -0.1 0.1 0.0
H 2.385 -0.102 4.742 0.2 -0.3 -0.4
H -0.768 1.799 7.937 0.0 0.0 -0.2
H -5.827 -3.337 -1.173 0.2 0.2 0.0
H -3.336 0.609 -4.128 0.2 -0.5 0.5
H -1.506 1.062 3.755 0.4 0.1 0.4
H 2.817 -2.276 -5.308 -0.2 0.0 0.1
H 4.759 -1.060 0.477 0.1 -0.1 0.1
H 0.259 -5.043 -4.675 0.0 0.0 0.0
H 0.619 1.066 -4.173 -0.1 0.4 -0.1
H -1.234 -2.028 -1.561 -1.3 1.8 1.4
H 0.904 -4.093 -6.843 0.0 0.0 0.1
H -0.360 1.028 -5.627 -0.2 -0.7 0.5
H 1.603 2.371 7.411 -0.2 0.0 -0.1
H 2.415 2.309 5.065 -0.4 -0.1 0.1
H -3.433 -3.093 -1.785 -0.1 0.2 0.3
H 2.926 0.598 0.510 0.1 -0.3 0.4
H -1.215 -3.243 -5.257 0.0 -0.1 0.1
H -5.692 0.408 0.936 0.1 -0.2 -0.1
H -2.325 1.181 6.091 0.1 0.0 0.0
H 0.338 -1.290 -6.765 0.0 0.0 -0.1
H 3.981 2.407 2.263 -0.2 0.4 -0.1
H 1.379 -3.993 -3.824 0.0 0.1 -0.1
H -0.830 -3.141 -3.516 0.0 0.1 -0.2
H 4.941 4.633 1.764 -0.1 0.1 0.0
H -1.879 2.403 -4.494 -0.1 -0.1 0.1
H 3.473 6.644 1.656 -0.1 -0.1 0.0
H 1.031 6.407 2.089 0.0 0.1 0.0
H -6.988 -1.580 0.168 0.5 0.0 -0.2
H 0.051 4.179 2.553 0.3 0.1 -0.2
H 1.139 -1.194 0.299 0.3 -0.1 -0.2
H 1.435 -0.408 -5.689 -0.3 -0.1 0.0
H 5.403 -2.266 2.567 0.0 0.0 0.0
H -2.422 -1.629 -3.281 0.9 1.2 0.5
```
Positions in Å, forces in eV/Å.

Kohn-Sham gap in hartree: 0.169
ΔE to the lowest compared entry with this formula, charge and spin in kJ/mol: 226.3
Multiplicity: 1
Highest occupied orbital energy in Ha: -0.0760
Charge: -1
Calculated total energy in eV: -140453.5704